#a
2 unconnected molecules or ions with the total composition C8H12O6. Source: OMol25; level of theory: the ωB97M-V functional and the def2-TZVPD basis.

Computed properties:
- Kohn-Sham gap: 10.90 eV
- Structure (SMILES): C[C@H]1COC(=O)O1.C[C@H]1COC(=O)O1
- HOMO: -10.32 eV
- LUMO: 0.579 eV

```
! wB97M-V def2-TZVPD RIJCOSX def2/J DEFGRID3
* xyz 0 1
C 0.76610 3.35577 -34.50396
C 1.04813 3.57805 -33.06115
C -0.07384 4.28876 -32.27865
O -0.14886 3.74507 -31.01127
C 0.34295 2.53959 -31.15473
O 0.40904 1.57876 -30.39163
O 1.00444 2.34568 -32.36461
H -0.25497 3.03995 -34.71790
H 1.39592 2.59385 -34.96321
H 1.04221 4.26202 -35.04301
H 1.94582 4.16676 -32.87224
H -0.97509 4.21294 -32.88700
H 0.24567 5.30821 -32.06248
C -0.95154 -1.41425 -29.56048
C -1.56483 -2.76292 -29.23068
C -0.76603 -3.48192 -28.08467
O -1.75447 -3.55213 -27.03962
C -2.78827 -2.93892 -27.26815
O -3.75384 -2.84120 -26.45221
O -2.74664 -2.45661 -28.58069
H -1.62687 -0.78990 -30.14547
H -0.08925 -1.36303 -30.22525
H -0.72529 -0.79293 -28.69395
H -1.76712 -3.43126 -30.06764
H 0.12664 -2.90098 -27.85279
H -0.43760 -4.42342 -28.52489
*
```

Here is what Löwdin gives for the atomic charges, in e: atom 1 (C): -0.0295, atom 2 (C): -0.3400, atom 3 (C): -0.1226, atom 4 (O): 0.1228, atom 5 (C): -0.5105, atom 6 (O): 0.1191, atom 7 (O): 0.0678, atom 8 (H): 0.0923, atom 9 (H): 0.0907, atom 10 (H): 0.0913, atom 11 (H): 0.1536, atom 12 (H): 0.1383, atom 13 (H): 0.1417, atom 14 (C): -0.0416, atom 15 (C): -0.3268, atom 16 (C): -0.0286, atom 17 (O): 0.1351, atom 18 (C): -0.5559, atom 19 (O): 0.0792, atom 20 (O): 0.0521, atom 21 (H): 0.0823, atom 22 (H): 0.0829, atom 23 (H): 0.0951, atom 24 (H): 0.1515, atom 25 (H): 0.1305, atom 26 (H): 0.1293

=====

#b
2 unconnected molecules or ions with the total composition C8H12O6. Source: OMol25; level of theory: the ωB97M-V functional and the def2-TZVPD basis.

Computed properties:
- Kohn-Sham gap: 11.32 eV
- Structure (SMILES): C[C@H]1COC(=O)O1.C[C@H]1COC(=O)O1
- HOMO: -10.79 eV
- LUMO: 0.528 eV

```
! wB97M-V def2-TZVPD RIJCOSX def2/J DEFGRID3
* xyz 0 1
C -0.99281 -0.70466 3.95214
C -0.61707 -1.90409 3.10924
C -1.66855 -2.87805 2.65748
O -1.65803 -2.83448 1.24365
C -0.54968 -2.22821 0.83247
O -0.10793 -2.22709 -0.26114
O 0.05972 -1.56134 1.87198
H -1.80709 -0.97155 4.62728
H -1.19502 0.22022 3.41183
H -0.16905 -0.41039 4.60807
H 0.17139 -2.45824 3.62505
H -2.65659 -2.76954 3.10898
H -1.40109 -3.88073 3.00959
C 0.21811 0.38042 -2.64098
C 1.07338 1.60642 -2.30650
C 2.00651 2.15292 -3.38262
O 1.81000 3.55746 -3.30610
C 0.68144 3.83378 -2.62648
O 0.20043 4.91430 -2.48883
O 0.17679 2.70152 -2.09674
H -0.20690 0.56008 -3.62511
H -0.51968 0.34980 -1.84044
H 0.75071 -0.56233 -2.52519
H 1.62933 1.49526 -1.36431
H 1.71080 1.69835 -4.33806
H 3.06088 1.92016 -3.25528
*
```

Here is what Löwdin gives for the atomic charges, in e: atom 1 (C): -0.0180, atom 2 (C): -0.3127, atom 3 (C): -0.1044, atom 4 (O): 0.0944, atom 5 (C): -0.5675, atom 6 (O): 0.1687, atom 7 (O): 0.0720, atom 8 (H): 0.0845, atom 9 (H): 0.0914, atom 10 (H): 0.0818, atom 11 (H): 0.1485, atom 12 (H): 0.1358, atom 13 (H): 0.1344, atom 14 (C): -0.0101, atom 15 (C): -0.3165, atom 16 (C): -0.0974, atom 17 (O): 0.0723, atom 18 (C): -0.5672, atom 19 (O): 0.1614, atom 20 (O): 0.0740, atom 21 (H): 0.0883, atom 22 (H): 0.0822, atom 23 (H): 0.0835, atom 24 (H): 0.1566, atom 25 (H): 0.1310, atom 26 (H): 0.1329

=====

Order of stability, best first: #b, #a

=====

#a
16 unconnected molecules or ions with the total composition H31O16. Source: OMol25; level of theory: the ωB97M-V functional and the def2-TZVPD basis.

Computed properties:
- Kohn-Sham gap: 10.34 eV
- HOMO: -7.98 eV
- LUMO: 2.360 eV

```
! wB97M-V def2-TZVPD RIJCOSX def2/J DEFGRID3
* xyz -1 1
O 0.26269 0.20823 -2.00317
H 0.88492 0.38067 -2.71107
H 1.15079 0.55773 -0.86008
O -3.87788 -0.18514 3.92730
H -3.27779 -0.90885 3.74893
H -2.32828 0.57937 -0.94772
O -1.27547 2.63230 -4.53536
H -0.38141 2.95460 -4.68103
H -1.15483 1.78204 -4.10566
O -4.25195 -1.75901 -1.09225
H -4.28055 -2.02784 -0.17060
H -3.77431 -2.39934 -1.61024
O 1.19825 1.89576 2.03748
H 1.08390 2.48886 1.29096
H 2.76088 2.38857 2.66496
O 4.02515 -0.41519 3.25171
H 3.20619 -0.62440 3.70588
H 4.09081 0.55289 3.27794
O 0.15750 -4.89596 0.35582
H -0.36938 -4.68978 1.12952
H 0.22060 -4.11919 -0.21366
O 0.35600 3.93395 -1.05372
H 1.18006 3.45802 -0.89160
H -0.27913 3.21858 -1.03823
O -1.64155 1.07633 -0.51904
H -0.85046 0.89818 -1.10821
O -1.46200 -1.97069 1.91529
H -0.88842 -2.41115 1.29046
H -1.34526 -1.01709 1.88068
O 1.80659 0.84035 -0.11228
H 2.75257 0.77251 -0.20300
H 1.50515 1.05741 1.56899
O 3.44661 2.37946 3.37400
H 1.37535 -2.28949 -0.81033
H 3.05730 2.81704 4.13098
O -1.44373 -1.62602 -3.60575
H -1.05525 -0.90067 -3.09309
H -1.36098 -2.41925 -3.07194
O -1.85219 1.27171 2.16745
H -1.69404 1.21946 1.19568
H -1.15620 1.87660 2.44734
O 3.08166 -1.20118 -2.66519
H 3.14327 -1.75575 -3.44365
H 2.18905 -0.86773 -2.57955
O 0.45961 -2.07709 -0.61352
H -3.59495 0.52952 3.37033
H 0.20113 -1.20936 -0.99177
*
```

Here is what Löwdin gives for the atomic charges, in e: atom 1 (O): -0.3562, atom 2 (H): -0.0028, atom 3 (H): -0.0142, atom 4 (O): -0.0637, atom 5 (H): 0.0118, atom 6 (H): 0.0390, atom 7 (O): -0.0553, atom 8 (H): 0.0306, atom 9 (H): 0.0130, atom 10 (O): -0.0491, atom 11 (H): 0.0348, atom 12 (H): 0.0164, atom 13 (O): -0.0976, atom 14 (H): 0.0282, atom 15 (H): 0.0070, atom 16 (O): -0.0812, atom 17 (H): 0.0252, atom 18 (H): -0.0124, atom 19 (O): -0.0644, atom 20 (H): 0.0232, atom 21 (H): -0.0074, atom 22 (O): -0.0512, atom 23 (H): 0.0203, atom 24 (H): 0.0073, atom 25 (O): -0.0692, atom 26 (H): -0.0093, atom 27 (O): -0.0545, atom 28 (H): -0.0143, atom 29 (H): 0.0056, atom 30 (O): -0.1114, atom 31 (H): 0.0508, atom 32 (H): 0.0579, atom 33 (O): -0.0870, atom 34 (H): 0.0401, atom 35 (H): 0.0391, atom 36 (O): -0.0733, atom 37 (H): -0.0149, atom 38 (H): 0.0189, atom 39 (O): -0.0820, atom 40 (H): -0.0074, atom 41 (H): 0.0201, atom 42 (O): -0.0426, atom 43 (H): 0.0380, atom 44 (H): -0.0157, atom 45 (O): -0.0731, atom 46 (H): -0.0123, atom 47 (H): -0.0051

=====

#b
16 unconnected molecules or ions with the total composition H31O16. Source: OMol25; level of theory: the ωB97M-V functional and the def2-TZVPD basis.

Computed properties:
- Kohn-Sham gap: 9.02 eV
- HOMO: -6.47 eV
- LUMO: 2.558 eV

```
! wB97M-V def2-TZVPD RIJCOSX def2/J DEFGRID3
* xyz -1 1
O 1.40394 3.58802 0.86420
H 4.04428 3.69178 0.60200
H 0.75574 -1.10489 -0.41520
O -2.49843 0.05577 1.56681
H 0.71130 2.98173 1.17173
H 1.48999 3.22467 -0.03519
O -1.67848 0.59433 -1.31522
H -2.03915 0.48542 0.83505
H -1.16503 1.33296 -0.94356
O 0.79242 0.60838 -2.74898
H 0.87163 -0.35131 -2.74068
H 0.28182 0.80616 -1.95103
O 1.22062 -2.65027 -2.91654
H 0.25738 -2.53322 -2.90430
H 0.90750 2.53177 -2.49416
O -1.44717 -0.06555 -5.27778
H -0.63761 0.07526 -5.76620
H -1.21553 0.01053 -4.34388
O 1.15880 -1.50032 4.11896
H 1.01107 -0.92649 3.36006
H 2.10008 -1.62915 4.24914
O -1.53595 -3.12056 0.57559
H -1.40361 -3.10542 -0.37350
H -1.40210 -2.19154 0.80296
O -3.07078 0.96086 4.41438
H -2.91738 0.13180 3.96553
O -1.90100 -3.47917 -2.71250
H -1.73100 -3.18341 -3.62515
H -2.13174 -2.58000 -2.41394
O -0.20013 -1.18676 -0.41756
H -0.96206 -0.06843 -0.84541
H 1.25867 -3.52222 -2.50280
O 1.49974 3.06634 -1.94859
H -1.38367 1.84992 3.76326
H 2.03945 3.65782 -2.46910
O 1.90365 -3.34150 1.00442
H 1.76075 -2.96907 0.13492
H 1.14962 -3.70589 1.46362
O 5.00107 3.68468 0.45864
H -0.34188 0.09984 1.98223
H 5.34156 3.04444 1.09008
O 0.03064 0.77025 1.39758
H 0.34198 0.12846 0.69882
H -3.86493 1.46479 4.52156
O -0.46727 2.14120 3.77695
H -3.03259 -0.63308 1.16682
H -0.30620 2.86107 3.17597
*
```

Here is what Löwdin gives for the atomic charges, in e: atom 1 (O): -0.0808, atom 2 (H): 0.0169, atom 3 (H): -0.0295, atom 4 (O): -0.0593, atom 5 (H): -0.0013, atom 6 (H): -0.0104, atom 7 (O): -0.1790, atom 8 (H): 0.0014, atom 9 (H): 0.0063, atom 10 (O): -0.0665, atom 11 (H): 0.0151, atom 12 (H): -0.0014, atom 13 (O): -0.0617, atom 14 (H): 0.0030, atom 15 (H): 0.0233, atom 16 (O): -0.0633, atom 17 (H): 0.0254, atom 18 (H): 0.0097, atom 19 (O): -0.0559, atom 20 (H): 0.0141, atom 21 (H): 0.0298, atom 22 (O): -0.0903, atom 23 (H): -0.0184, atom 24 (H): -0.0111, atom 25 (O): -0.0454, atom 26 (H): 0.0345, atom 27 (O): -0.0589, atom 28 (H): 0.0462, atom 29 (H): 0.0490, atom 30 (O): -0.3429, atom 31 (H): -0.0400, atom 32 (H): 0.0450, atom 33 (O): -0.0461, atom 34 (H): -0.0107, atom 35 (H): 0.0499, atom 36 (O): -0.0590, atom 37 (H): 0.0023, atom 38 (H): 0.0264, atom 39 (O): -0.0688, atom 40 (H): 0.0164, atom 41 (H): 0.0291, atom 42 (O): -0.1038, atom 43 (H): 0.0204, atom 44 (H): 0.0383, atom 45 (O): -0.0547, atom 46 (H): 0.0448, atom 47 (H): 0.0119

=====

Order of stability, best first: #a, #b

=====

#a
A single C4H2N2O molecule. Source: OMol25; level of theory: the ωB97M-V functional and the def2-TZVPD basis.

Computed properties:
- Kohn-Sham gap: 9.82 eV
- Structure (SMILES): C#Cc1ncon1
- HOMO: -10.01 eV
- LUMO: -0.191 eV

```
! wB97M-V def2-TZVPD RIJCOSX def2/J DEFGRID3
* xyz 0 1
C 1.42407 2.05674 -1.46897
C 0.61278 1.05692 -1.15867
C 0.15255 0.11737 -0.36078
C -0.38116 -0.95161 1.51723
H 2.00408 3.08782 -1.90242
H -0.52559 -1.29370 2.52905
N 0.58412 -0.11240 1.05027
N -0.83081 -0.68811 -0.61343
O -1.32513 -1.23338 0.64283
*
```

Here is what Löwdin gives for the atomic charges, in e: atom 1 (C): 0.1611, atom 2 (C): -0.0854, atom 3 (C): -0.4272, atom 4 (C): -0.1840, atom 5 (H): 0.1283, atom 6 (H): 0.1282, atom 7 (N): 0.1391, atom 8 (N): 0.1486, atom 9 (O): -0.0088

=====

#b
A single C4H2N2O molecule. Source: OMol25; level of theory: the ωB97M-V functional and the def2-TZVPD basis.

Computed properties:
- Kohn-Sham gap: 10.40 eV
- Structure (SMILES): N#CC#CC(N)=O
- HOMO: -10.80 eV
- LUMO: -0.402 eV

```
! wB97M-V def2-TZVPD RIJCOSX def2/J DEFGRID3
* xyz 0 1
N -1.35140 0.50910 0.45322
C -0.88814 -0.74697 0.70100
O -1.57532 -1.74199 0.78257
C 0.55998 -0.85078 0.80509
C 1.77192 -0.82684 0.72421
C 2.54980 0.32081 0.59560
N 2.67877 1.47160 0.58819
H -0.79100 1.35031 0.42611
H -2.34248 0.58612 0.27530
*
```

Here is what Löwdin gives for the atomic charges, in e: atom 1 (N): 0.1799, atom 2 (C): -0.5473, atom 3 (O): 0.0863, atom 4 (C): 0.1187, atom 5 (C): 0.0192, atom 6 (C): -0.2456, atom 7 (N): 0.1508, atom 8 (H): 0.1176, atom 9 (H): 0.1204

=====

Order of stability, best first: #b, #a